{"formula": "C36H38F6NO2P2Sr", "method": "ωB97M-V with the def2-TZVPD basis set", "total_charge": 1, "homo_lumo_gap_ev": 8.68, "energy_ha": -2912.44041, "symbols": ["Sr", "C", "C", "C", "C", "C", "O", "C", "N", "C", "C", "C", "C", "C", "C", "P", "C", "C", "C", "C", "C", "C", "C", "C", "C", "C", "C", "C", "H", "H", "H", "H", "H", "H", "H", "H", "H", "H", "H", "H", "H", "H", "H", "H", "H", "H", "H", "H", "H", "H", "H", "H", "C", "P", "C", "C", "C", "C", "C", "C", "C", "H", "H", "H", "H", "H", "H", "H", "H", "H", "H", "H", "C", "C", "O", "C", "F", "F", "F", "C", "F", "F", "F", "H", "H", "H"], "xyz": [[-0.73379, 0.50612, -0.25320], [-1.20372, -3.26789, -2.51045], [-2.58018, -2.82422, -2.02946], [-2.95999, -1.48109, -2.65150], [-2.67851, -2.74321, -0.50665], [-2.51301, -4.05963, 0.26203], [-1.75980, -3.67150, 1.43975], [-1.25291, -2.46395, 1.17008], [-1.64170, -1.88744, 0.09960], [-0.38735, -1.87264, 2.21612], [-0.94903, -1.80180, 3.48985], [-0.24636, -1.23881, 4.53988], [1.03804, -0.76542, 4.32359], [1.61385, -0.86215, 3.06545], [0.91754, -1.40735, 1.98580], [1.69280, -1.58952, 0.32565], [1.81516, -3.39714, 0.16585], [1.94006, -3.93560, -1.11414], [2.06935, -5.30544, -1.28854], [2.06208, -6.14715, -0.18494], [1.93801, -5.61823, 1.09279], [1.82065, -4.24791, 1.27071], [3.40010, -1.02037, 0.58370], [4.48525, -1.89124, 0.61148], [5.77625, -1.39260, 0.73886], [5.99164, -0.02772, 0.84524], [4.91314, 0.84780, 0.81446], [3.62791, 0.35403, 0.67010], [-1.18616, -3.33232, -3.59888], [-0.91310, -4.24120, -2.11486], [-0.44244, -2.54619, -2.20029], [-3.32328, -3.56123, -2.35050], [-2.20659, -0.71710, -2.42437], [-3.92204, -1.11880, -2.28787], [-3.00787, -1.55417, -3.73746], [-3.64188, -2.28700, -0.25620], [-1.91965, -4.79852, -0.27704], [-3.44931, -4.50221, 0.58718], [-1.94886, -2.18544, 3.64702], [-0.69806, -1.17765, 5.52058], [1.60633, -0.33570, 5.13785], [2.63117, -0.52310, 2.92862], [1.94345, -3.27907, -1.97601], [2.17246, -5.71530, -2.28488], [2.15668, -7.21667, -0.31961], [1.93748, -6.27412, 1.95342], [1.73011, -3.84075, 2.27037], [4.32704, -2.95928, 0.53806], [6.61395, -2.07720, 0.75782], [6.99783, 0.35662, 0.94708], [5.07752, 1.91528, 0.89524], [2.78793, 1.04117, 0.63054], [2.72994, 3.16609, -1.76031], [1.14449, 2.99584, -0.86069], [1.50494, 3.83742, 0.71711], [0.06914, 4.15790, -1.75492], [-0.34003, 3.79807, -3.03952], [-1.15834, 4.63503, -3.78119], [-1.58592, 5.83963, -3.24019], [-1.19519, 6.19915, -1.96021], [-0.37313, 5.36259, -1.21660], [2.62004, 2.79972, -2.78028], [3.49783, 2.56857, -1.26698], [3.04091, 4.21106, -1.79058], [1.87715, 4.84932, 0.55148], [2.26903, 3.27444, 1.25578], [0.60197, 3.86557, 1.32757], [-0.00896, 2.85771, -3.47102], [-1.46401, 4.34675, -4.77848], [-2.22786, 6.49403, -3.81511], [-1.53410, 7.13378, -1.53238], [-0.08928, 5.65625, -0.21523], [-3.31509, 3.70008, 1.84246], [-3.05909, 2.55637, 0.86404], [-1.74044, 2.28170, 0.68193], [-3.74393, 1.27293, 1.40016], [-5.00831, 1.41575, 1.78864], [-3.72300, 0.28202, 0.45459], [-3.04896, 0.78250, 2.44321], [-3.66938, 2.89661, -0.52062], [-3.30894, 4.11861, -0.91538], [-3.20479, 2.03188, -1.47078], [-5.00624, 2.82835, -0.55605], [-2.90428, 3.41763, 2.81069], [-4.37562, 3.92727, 1.94776], [-2.78878, 4.58137, 1.48313]], "mulliken_charge": [1.64, -1.23, 0.38, -1.30, -0.71, -0.49, -0.39, -0.59, 1.07, 0.36, -0.54, -0.98, -0.86, -1.01, 0.54, 1.42, 0.55, -0.47, -0.68, -0.54, -0.87, -0.12, -0.16, -0.66, -0.73, -0.74, -0.40, 0.02, 0.53, 0.32, 0.03, 0.36, -0.06, 0.38, 0.50, 0.63, 0.30, 0.33, 0.57, 0.44, 0.48, 0.51, 0.42, 0.44, 0.41, 0.45, 0.48, 0.46, 0.43, 0.40, 0.48, 0.00, -1.14, 0.98, -1.27, 0.77, -0.80, -0.74, -0.52, -0.71, -0.34, 0.40, 0.30, 0.41, 0.49, 0.33, 0.24, 0.30, 0.42, 0.41, 0.41, 0.28, -2.01, 1.09, -0.91, 0.38, -0.30, -0.22, -0.27, 0.68, -0.21, -0.19, -0.30, 0.44, 0.41, 0.38]}